# 1
The following is a quantum chemistry calculation of a cluster of 2 separate species, C29H24F6N in total at a distorted geometry, from the OMol25 dataset.

Last column: Löwdin charge in e.
Cartesian coordinates (Å):
1 H 1.749 3.334 3.858  0.10
2 F 5.044 -2.744 -5.433  0.14
3 C 0.365 -1.810 0.442  -0.16
4 H -0.189 2.624 -2.147  0.08
5 C 3.195 -1.257 -2.053  0.03
6 F -3.587 -4.076 2.558  0.14
7 H 3.369 -0.223 -1.750  0.13
8 H 1.764 -0.299 -0.147  0.13
9 C -2.824 1.042 -3.469  -0.07
10 F -3.278 -2.304 3.803  0.13
11 C -0.976 4.088 4.775  -0.06
12 C 3.767 -3.126 -3.438  -0.06
13 H -0.062 2.328 -4.816  0.09
14 C 2.907 -3.936 -2.695  0.03
15 C 2.194 -1.998 -1.356  -0.15
16 C -0.653 2.112 0.308  -0.05
17 C -2.851 2.453 1.298  -0.02
18 H -2.889 3.315 3.264  0.10
19 C 3.953 -1.789 -3.078  0.03
20 H 0.802 -0.436 2.082  0.13
21 H -0.214 -3.489 -0.800  0.12
22 C 4.499 -3.700 -4.628  -0.50
23 C -2.165 1.545 -2.277  -0.25
24 N -0.288 3.810 3.538  -0.20
25 H -1.810 3.402 4.942  0.08
26 C -2.628 -3.338 3.185  -0.50
27 H -3.796 1.418 -0.937  0.13
28 C 0.150 -1.242 1.737  0.03
29 C -0.862 3.174 2.482  -0.22
30 H -1.813 -4.451 0.834  0.14
31 H 2.781 -4.975 -2.990  0.14
32 C 2.211 -3.411 -1.608  0.04
33 C -2.071 2.048 0.170  -0.23
34 H -0.977 -1.256 3.572  0.14
35 F 5.538 -4.522 -4.251  0.13
36 C -2.725 1.627 -1.009  0.03
37 C 1.107 4.172 3.544  -0.06
38 H -3.934 2.363 1.243  0.12
39 C -2.270 2.985 2.429  -0.01
40 C -1.290 -3.520 1.048  0.04
41 C -0.801 -1.732 2.610  0.03
42 H 1.431 4.499 2.549  0.09
43 C -0.382 -2.980 0.143  0.03
44 C -2.026 1.284 -4.591  -0.10
45 H 1.020 2.847 1.412  0.10
46 C -0.836 1.958 -4.161  -0.09
47 H -1.365 5.117 4.825  0.10
48 C 1.382 -1.281 -0.421  0.16
49 H -3.816 0.598 -3.446  0.10
50 C -0.885 2.065 -2.756  -0.08
51 C -1.547 -2.857 2.249  -0.07
52 H -0.019 1.684 -0.466  0.08
53 F -2.130 -4.129 4.197  0.13
54 C -0.064 2.717 1.398  -0.03
55 H 1.717 -4.113 -0.944  0.12
56 H 4.656 -1.166 -3.625  0.14
57 H -2.258 1.044 -5.629  0.10
58 H 1.249 4.995 4.255  0.10
59 F 3.688 -4.460 -5.429  0.14
60 H -0.259 3.975 5.599  0.09

## Properties
Frontier orbital gap   2.9 eV
Net charge   +1


# 2
The following is a quantum chemistry calculation of a structure of composition C29H24N8O4PS5Sc at a distorted geometry, from the OMol25 dataset.

Last column: Löwdin charge in e.
Cartesian coordinates (Å):
1 S -4.858 0.204 0.386  0.58
2 H -4.640 6.449 0.293  0.10
3 C 0.921 0.785 3.160  -0.09
4 N -2.721 2.590 -1.947  0.04
5 C -4.168 4.469 -0.364  -0.01
6 C 1.136 -5.373 1.739  -0.07
7 C 1.944 1.097 5.674  -0.05
8 S 0.899 -1.216 -1.999  0.27
9 N 3.899 2.064 -1.679  0.03
10 C 0.635 0.651 5.499  -0.05
11 H 0.030 0.428 6.368  0.11
12 H -2.071 -5.524 -3.113  0.10
13 Sc 0.587 0.932 -0.799  0.57
14 C 0.933 -4.470 2.774  -0.08
15 C 1.728 -4.925 -3.481  -0.10
16 H 1.654 -6.406 -5.036  0.10
17 H 3.560 0.213 -2.384  0.08
18 H 0.747 -4.829 3.779  0.10
19 N 3.563 4.325 -1.320  0.23
20 C -6.913 4.061 -0.482  -0.07
21 C 3.090 3.087 -1.384  -0.36
22 O -0.092 2.950 -0.273  -0.05
23 C -6.411 5.290 -0.076  -0.09
24 S 3.772 -2.930 -1.721  0.17
25 C -0.276 -6.067 -4.165  -0.09
26 N 1.838 1.069 1.023  0.07
27 H 2.920 5.069 -1.091  0.10
28 H 0.818 -2.399 3.324  0.10
29 C 0.970 -3.107 2.518  -0.07
30 S -0.434 1.663 -3.057  0.55
31 C -5.038 5.492 -0.021  -0.08
32 C 1.086 -5.852 -4.298  -0.08
33 P 1.826 -2.986 -1.484  0.09
34 H -7.982 3.898 -0.530  0.10
35 C -6.050 3.032 -0.833  -0.04
36 H -6.430 2.071 -1.145  0.10
37 C -1.007 -5.357 -3.216  -0.08
38 H -7.089 6.089 0.198  0.10
39 C 1.370 -4.916 0.451  -0.08
40 C 1.002 -4.217 -2.533  -0.42
41 O -0.296 0.411 1.030  -0.06
42 S -2.460 0.114 -1.384  0.96
43 C 1.395 -3.546 0.186  -0.38
44 N -3.774 2.204 -1.134  -0.14
45 C -1.932 1.595 -2.168  -1.09
46 C 0.096 0.486 4.223  0.01
47 C -0.371 -4.432 -2.406  -0.10
48 O 3.902 1.879 1.681  0.10
49 H 1.531 -5.625 -0.351  0.11
50 H -3.095 4.610 -0.337  0.11
51 C 0.730 0.718 1.689  -0.44
52 O 1.043 4.783 -0.559  0.12
53 N 1.813 2.740 -1.191  0.03
54 H -0.775 -6.787 -4.802  0.10
55 H 2.794 -4.748 -3.567  0.06
56 H 4.549 4.501 -1.393  0.13
57 C 1.199 -2.652 1.226  -0.08
58 H 4.894 2.228 -1.732  0.16
59 C -4.686 3.247 -0.765  -0.22
60 N 3.396 0.764 -1.549  0.04
61 H -0.920 0.142 4.071  0.13
62 C 2.808 1.449 1.953  -0.38
63 C -3.808 0.933 -0.665  -1.10
64 C 2.760 1.399 4.583  0.01
65 H 3.798 0.310 -0.735  0.09
66 H 1.241 -1.597 1.014  0.06
67 H 1.110 -6.437 1.937  0.10
68 H 3.776 1.747 4.714  0.12
69 H 2.334 1.211 6.677  0.11
70 C 2.219 1.232 3.329  -0.08
71 H -0.941 -3.873 -1.673  0.11
72 N 0.919 3.589 -0.660  -0.38

## Properties
Frontier orbital gap   6.5 eV
Net charge   0


# 3
The following is a quantum chemistry calculation of a structure of composition C29H25As2CrN4O14S4, from the OMol25 dataset.

Last column: Löwdin charge in e.
Cartesian coordinates (Å):
1 H -3.373 -2.644 2.074  0.03
2 Cr 0.548 0.057 0.760  0.75
3 O -1.162 2.961 3.525  -0.41
4 N -1.320 -1.648 -2.148  0.16
5 H -2.994 3.705 -0.775  0.12
6 As 2.968 2.224 -0.177  0.91
7 O 4.051 2.112 1.232  -0.26
8 As -2.522 -0.608 1.905  0.90
9 H 4.194 1.169 1.389  0.02
10 C 4.146 0.125 5.069  -0.55
11 H -4.240 -1.021 -0.343  0.08
12 H -3.558 -0.011 -5.852  0.09
13 H 3.940 -3.914 1.247  0.10
14 C -4.433 0.737 -1.531  -0.09
15 C -1.799 -2.503 -1.305  -0.17
16 C -2.860 1.964 0.423  -0.33
17 C 2.669 -3.394 -0.370  -0.06
18 C 2.270 -3.707 -1.679  -0.26
19 C 3.835 -5.548 -1.712  -0.11
20 O -0.863 -0.856 1.600  -0.51
21 C -4.558 -1.533 -4.712  -0.13
22 C -2.293 -1.511 -3.124  -0.22
23 C 1.889 3.730 0.323  -0.19
24 S -1.251 1.921 2.513  0.76
25 C -3.989 0.025 -0.431  -0.10
26 H -5.435 -1.518 -5.348  0.08
27 H 3.487 4.340 1.604  0.09
28 C 2.868 -4.789 -2.337  -0.03
29 C -3.384 -2.349 -2.831  -0.22
30 O 1.339 -3.027 -2.361  0.06
31 O -0.170 3.354 -1.015  -0.23
32 C 2.503 4.595 1.233  -0.11
33 H 2.788 1.423 6.158  0.07
34 C -3.195 0.607 0.560  -0.19
35 S 3.947 -1.113 3.758  0.91
36 C -3.322 2.680 -0.677  -0.02
37 O 1.045 -1.676 -0.180  -0.12
38 C -3.483 -0.679 -5.003  -0.11
39 N 1.935 -0.826 2.055  -0.15
40 O -2.100 2.711 1.274  -0.22
41 H 0.080 6.910 1.598  0.09
42 C -4.087 2.073 -1.651  -0.07
43 H 0.963 -2.318 -1.789  0.07
44 H -1.538 0.047 -4.391  0.10
45 C 1.881 5.738 1.696  -0.11
46 S 1.786 0.939 4.063  1.00
47 H -5.004 0.236 -2.303  0.09
48 C -2.346 -0.650 -4.216  0.00
49 H -1.313 -2.794 -0.387  0.12
50 C 2.454 -0.391 3.133  -0.86
51 H 4.732 -0.327 5.871  0.07
52 S 0.113 1.781 -1.810  0.86
53 O -0.824 1.950 -2.907  -0.42
54 H 4.681 0.988 4.672  0.07
55 C 4.233 -5.249 -0.411  -0.12
56 N 2.620 -1.894 1.486  0.04
57 O 0.106 1.736 1.852  -0.54
58 H 4.992 -5.842 0.084  0.08
59 C 2.067 -2.242 0.353  -0.41
60 H 2.545 -5.001 -3.348  0.11
61 H -4.385 2.641 -2.524  0.10
62 O 2.087 0.796 -0.014  -0.52
63 C 2.762 0.530 5.533  -0.53
64 H 2.284 -0.280 6.086  0.07
65 H 4.284 -6.382 -2.241  0.09
66 H -3.637 -3.507 -1.050  0.14
67 N -3.031 -2.994 -1.664  0.12
68 C 3.649 -4.179 0.240  -0.04
69 H 2.376 6.376 2.417  0.09
70 C -0.018 5.198 0.336  -0.02
71 C 0.596 4.030 -0.146  -0.34
72 O -3.039 -0.624 3.452  -0.49
73 O -0.491 0.880 -0.763  -0.50
74 C 0.603 6.032 1.237  -0.10
75 C -4.530 -2.381 -3.618  -0.05
76 H -5.371 -3.022 -3.380  0.10
77 H -1.023 5.396 -0.013  0.11
78 O -3.204 -2.145 1.265  -0.28
79 O 3.832 2.379 -1.544  -0.47

## Properties
⟨S²⟩   0.76
Spin multiplicity   2
Frontier orbital gap (alpha / beta)   7.1 / 7.0 eV
Net charge   -2


# 4
The following is a quantum chemistry calculation of a structure of composition C29H25Br2Cl5NO4PY at a distorted geometry, from the OMol25 dataset.

Last column: Löwdin charge in e.
Cartesian coordinates (Å):
1 C -3.176 -0.994 0.668  -0.40
2 Cl -6.908 -0.486 -0.867  0.72
3 C 1.242 -4.566 -4.857  -0.06
4 C -1.427 -2.573 0.925  -0.34
5 H 1.764 2.321 0.982  0.08
6 H -4.167 -5.032 1.553  0.11
7 H -0.374 3.119 0.016  0.08
8 O -1.378 -0.767 2.021  -0.32
9 C -2.063 -5.045 2.265  -0.03
10 C 0.575 -3.357 -4.747  -0.09
11 P -0.425 -1.164 -3.281  0.82
12 C -0.323 1.275 3.428  -0.27
13 H -2.734 -0.734 -3.920  0.03
14 N -3.089 -1.413 3.126  -0.23
15 Cl -2.374 -1.723 1.796  0.79
16 H -2.609 -2.139 -2.838  0.05
17 C -1.558 2.347 1.639  -0.08
18 H -1.258 0.210 5.048  0.07
19 Cl -5.224 1.237 -2.864  0.72
20 C -0.299 0.660 4.797  -0.02
21 C -3.091 -3.109 1.699  -0.25
22 H -2.485 2.760 1.264  0.12
23 H 2.323 -6.107 -3.828  0.11
24 H 2.130 -5.006 -1.614  0.12
25 H -0.086 1.427 5.545  0.09
26 C 1.694 -4.553 -2.494  -0.05
27 C -4.485 0.437 -1.536  -0.72
28 C 3.453 0.952 -1.655  -0.92
29 C 0.945 -2.413 1.107  -0.49
30 C 1.022 -3.345 -2.385  -0.11
31 Br 1.840 1.985 -2.029  0.67
32 Cl -5.617 -1.797 1.534  0.77
33 O 2.100 -2.730 1.097  0.03
34 H 0.926 -2.883 -1.408  0.05
35 C 0.054 -0.169 -4.735  -0.26
36 H 0.479 -0.099 4.870  0.09
37 C 0.828 2.059 1.465  -0.15
38 Y -0.099 -0.059 -0.673  1.17
39 C -0.701 -4.460 2.126  0.02
40 H -2.134 -5.994 2.787  0.10
41 O 0.521 -1.110 0.998  -0.36
42 H 3.867 0.638 -2.604  0.02
43 Br 3.017 -0.580 -0.577  0.82
44 C 0.461 -2.735 -3.504  -0.39
45 C -1.520 1.739 2.877  -0.04
46 C 1.803 -5.163 -3.734  -0.06
47 O -3.546 -1.093 4.178  0.10
48 H -1.449 -2.479 -0.288  0.16
49 H 1.140 -0.112 -4.803  0.05
50 C -4.561 -1.022 0.377  -0.55
51 C -2.151 -1.624 -3.682  -0.23
52 H 1.794 1.135 3.143  0.13
53 C -0.359 -3.376 1.312  -0.09
54 H 0.111 -4.997 2.604  0.11
55 H -2.140 -2.293 -4.543  0.05
56 H -0.339 -0.626 -5.642  0.05
57 C -0.377 2.506 0.913  -0.18
58 C 0.851 1.441 2.708  -0.04
59 H 0.146 -2.905 -5.633  0.10
60 H 4.126 1.597 -1.105  0.02
61 Cl -2.069 1.632 -2.217  0.66
62 H -0.353 0.837 -4.645  0.03
63 C -5.209 -0.363 -0.664  -0.70
64 C -3.134 0.555 -1.274  -0.69
65 C -3.271 -4.470 1.768  -0.04
66 H -2.431 1.659 3.460  0.13
67 C -2.536 -0.092 -0.236  -0.21
68 H 1.326 -5.046 -5.823  0.11

## Properties
Frontier orbital gap (alpha / beta)   6.4 / 6.5 eV
Net charge   +1